This record from the Open Molecules 2025 dataset describes a molecular structure, C19H19BrF4N6V at a distorted geometry. The level of theory is the ωB97M-V functional and the def2-TZVPD basis.

Properties
Energy relative to the best compared isomer or geometry (same formula, charge and spin) = 6.9 kcal per mole
Gap between HOMO and LUMO (alpha / beta) = 6.95 / 6.10 eV
E = -4981.3910 a.u.
M = 538.24 g mol⁻¹
Total charge = 0
2S+1 = 2

Last column: Mulliken charge in e.
Positions of all 50 atoms, in Å:
V (-0.084, -0.460, -0.421)  0.3109
C (0.659, 0.345, -3.104)  -1.0157
C (1.876, -0.323, -2.466)  -0.6387
N (1.954, -0.177, -0.980)  0.5652
C (3.011, -1.111, -0.498)  -0.5688
C (2.953, -1.408, 0.985)  -1.1664
C (2.303, 1.221, -0.580)  -1.1083
C (1.128, 2.225, -0.579)  -1.3813
N (-0.123, 1.502, -0.352)  0.6944
C (-1.351, 2.155, -0.323)  -0.2447
C (-2.503, 1.361, -0.299)  0.4630
F (-2.348, -0.001, -0.359)  -0.2730
C (-3.782, 1.858, -0.274)  0.1075
F (-4.805, 0.998, -0.258)  -0.3007
C (-4.009, 3.221, -0.280)  -0.5691
C (-2.895, 4.027, -0.322)  0.2117
F (-3.033, 5.359, -0.329)  -0.3088
C (-1.605, 3.523, -0.349)  0.2200
F (-0.589, 4.407, -0.374)  -0.3252
H (0.637, 0.049, -4.153)  0.4922
H (0.692, 1.429, -3.050)  0.2836
H (-0.306, 0.019, -2.685)  0.2192
H (2.805, 0.046, -2.916)  0.4954
H (1.819, -1.390, -2.668)  0.4044
H (3.989, -0.700, -0.778)  0.3682
H (2.882, -2.037, -1.056)  0.4222
H (3.029, -0.514, 1.606)  0.3021
H (3.792, -2.056, 1.246)  0.4495
H (2.030, -1.924, 1.248)  0.1475
H (3.091, 1.597, -1.243)  0.2584
H (2.727, 1.157, 0.420)  0.4153
H (1.114, 2.796, -1.512)  0.6039
H (1.323, 2.954, 0.211)  0.5561
H (-5.008, 3.632, -0.257)  0.5043
Br (-2.730, -3.311, 3.703)  -0.1797
C (-1.552, -1.915, 3.263)  -0.5409
C (-1.021, -1.104, 4.240)  -0.0831
C (-0.173, -0.088, 3.823)  -0.9936
C (0.124, 0.062, 2.488)  0.0182
N (-0.396, -0.740, 1.526)  0.3011
C (-1.243, -1.713, 1.930)  -0.1746
H (-1.256, -1.259, 5.284)  0.4668
H (0.279, 0.588, 4.537)  0.4172
H (0.793, 0.839, 2.148)  0.2909
H (-1.670, -2.342, 1.162)  0.5166
N (-1.572, -6.547, -1.833)  -0.5144
C (-0.838, -5.665, -1.700)  0.4632
N (0.078, -4.710, -1.583)  -0.6583
C (-0.085, -3.510, -1.273)  0.6455
N (-0.112, -2.368, -0.967)  -0.5692